# 1
ORCA calculation (ωB97M-V/def2-TZVPD) on a 2-piece molecular cluster, C4H8O2 overall.

Atoms and positions in Å:
C  -0.34  -0.36  1.56
C  -1.50  -0.53  0.93
C  -2.15  0.61  0.25
O  -3.22  0.55  -0.32
H  0.14  0.62  1.60
H  0.18  -1.17  2.06
H  -2.00  -1.49  0.87
H  -1.58  1.57  0.31
C  2.05  0.24  -0.86
O  1.32  -0.90  -0.50
H  1.84  0.56  -1.89
H  3.11  -0.03  -0.79
H  1.88  1.10  -0.19
H  0.38  -0.72  -0.63

Output
**2S+1**: 1
**HOMO-LUMO gap**: 10.297 eV
**Energy relative to the best compared isomer or geometry (same formula, charge and spin)**: 2.286 eV
**Maximum force**: 0.4 eV/A
**Structure (SMILES)**: C=CC=O.CO

natural (NBO) population analysis, charges in e, atoms 1 to 8: -0.275 -0.357 0.388 -0.511 0.196 0.220 0.227 0.102

***

# 2
ORCA calculation (ωB97M-V/def2-TZVPD) on C4H8O2 as an isolated structure at a distorted geometry.

Atoms and positions in Å:
C  0.01  1.38  -1.18
O  1.12  0.66  -0.86
C  1.10  0.41  0.50
C  -0.53  -0.32  0.88
O  -1.13  -0.04  1.89
C  -0.68  -1.66  0.18
H  -0.05  1.40  -2.30
H  -0.82  0.73  -0.32
H  -0.05  2.38  -0.75
H  1.97  -0.24  0.70
H  1.10  1.34  1.10
H  -0.16  -2.34  0.87
H  -0.17  -1.66  -0.78
H  -1.71  -2.03  0.06

Output
**2S+1**: 1
**HOMO-LUMO gap**: 9.575 eV
**Energy relative to the best compared isomer or geometry (same formula, charge and spin)**: 3.596 eV
**Maximum force**: 3.8 eV/A

natural (NBO) population analysis, charges in e, atoms 1 to 8: -0.184 -0.510 -0.137 0.499 -0.545 -0.727 0.207 0.145

***

For the records above, the corresponding energy values read -8370.9954, -8369.6862 eV.